# 1
Entry from OMol25: a cluster of 4 separate species, C3H12IN6O3 in total in a non-equilibrium geometry (ωB97M-V/def2-TZVPD).

XYZ file:
```
25
Properties=species:S:1:pos:R:3:forces:R:3
I 8.068840 19.402857 -5.127063 0.08 -0.10 -0.05
C 10.516736 22.792909 -3.461801 -3.62 -2.69 -1.46
O 11.146890 23.737472 -3.136072 2.40 2.30 1.07
N 10.865115 21.738069 -4.215410 3.42 -0.96 -1.08
N 9.199622 22.618705 -3.200440 -1.42 1.37 1.46
H 10.262098 21.046997 -4.638369 -0.31 0.17 0.34
H 11.857045 21.626413 -4.369385 -0.23 -0.04 -0.21
H 8.746469 23.411757 -2.769383 -0.26 -0.35 -0.21
H 8.654427 21.848022 -3.559467 0.21 0.25 0.05
C 5.722131 22.556226 -2.692011 0.54 -0.24 0.57
O 5.607573 23.217995 -3.679455 -0.63 1.57 -2.01
N 5.273706 22.956296 -1.485812 -1.10 0.88 1.05
N 6.344459 21.400828 -2.660179 1.28 -2.68 0.43
H 4.800042 23.844521 -1.568200 0.20 -0.13 0.76
H 5.644285 22.570574 -0.629086 -0.29 0.46 -0.21
H 6.803825 21.009158 -3.469908 -0.26 -0.06 -0.27
H 6.390390 20.839824 -1.821567 -0.05 0.16 -0.29
C 4.607452 16.859911 -5.804912 -2.68 -3.59 -0.08
O 3.588052 16.128524 -5.878570 0.93 1.08 -0.50
N 5.220347 17.437612 -6.823140 0.57 1.24 -1.50
N 5.264933 16.947742 -4.658986 1.01 0.65 2.00
H 6.049318 17.955359 -6.568513 0.22 0.14 -0.69
H 5.025566 17.177418 -7.779415 -0.14 0.26 0.47
H 6.113381 17.495608 -4.667847 0.24 -0.16 0.53
H 5.135969 16.208036 -3.983487 -0.13 0.46 -0.18
```
Forces are in eV/Å.

Molar mass, u: 307.1
Charge: -1
Kohn-Sham gap, eV: 8.29
HOMO, Ha: -0.1937
Energy above the lowest of the compared OMol25 structures with the same formula, charge and spin, kcal/mol: 24.7



# 2
Entry from OMol25: a structure of composition C35H30N9O4SY in a non-equilibrium geometry (ωB97M-V/def2-TZVPD).

XYZ file:
```
80
Properties=species:S:1:pos:R:3:forces:R:3
Y -1.083295 -0.030073 -0.368030 -0.65 1.26 1.27
O -1.113595 -4.263773 -0.718230 -0.14 0.13 0.03
C -1.438395 -3.079272 -0.737330 0.33 -0.07 -0.16
N -0.800895 -2.014073 -1.228530 -0.27 -0.76 -0.09
C 0.206705 -2.063072 -2.184130 0.47 0.15 -0.62
C 0.960105 -3.185672 -2.511630 -0.12 0.06 0.13
C 1.896305 -3.113172 -3.525930 0.10 0.08 -0.21
C 2.077705 -1.932373 -4.228330 0.10 -0.15 -0.03
C 1.322505 -0.809573 -3.937830 -0.07 0.15 0.05
C 0.381905 -0.847773 -2.910430 0.20 -0.68 -0.21
N -0.410195 0.222927 -2.491130 -0.25 0.10 -0.38
C -0.530695 1.363327 -3.178230 -0.02 -0.25 -0.15
O -0.135995 1.644927 -4.305930 -0.11 0.14 0.14
C -1.278495 2.429728 -2.387730 -0.09 0.41 -0.27
C -1.248495 3.739728 -2.861230 0.03 -0.22 -0.04
C -1.919895 4.732128 -2.175530 -0.07 -0.16 0.15
C -2.628195 4.382228 -1.033730 0.04 -0.05 -0.14
C -2.622495 3.057028 -0.640030 -0.30 0.13 0.23
N -1.948995 2.095127 -1.272930 0.09 0.15 -0.42
C -2.822595 -2.684672 -0.271630 -0.58 -0.45 -0.04
C -3.724695 -3.711972 -0.009330 0.27 0.17 0.10
C -5.050395 -3.408172 0.219770 -0.01 0.31 -0.03
C -5.434795 -2.073572 0.173670 0.05 -0.07 0.06
C -4.464595 -1.108273 -0.048030 -0.20 0.15 -0.02
N -3.184695 -1.391373 -0.274130 -0.01 -0.32 -0.09
H 0.780505 -4.109273 -1.988130 0.03 -0.03 0.12
H 2.470505 -3.991172 -3.781730 0.09 -0.08 -0.02
H 2.806805 -1.886773 -5.024730 0.07 0.02 -0.06
H 1.444505 0.102227 -4.502930 0.00 -0.05 0.02
H -0.693895 3.933628 -3.765030 0.06 -0.04 -0.09
H -1.912295 5.752828 -2.530730 0.06 0.06 0.01
H -3.166095 5.119527 -0.456030 -0.08 -0.04 0.01
H -3.189595 2.751028 0.229970 0.11 0.06 0.01
H -3.338795 -4.719872 -0.010930 0.00 -0.05 -0.03
H -5.767895 -4.190673 0.419670 -0.09 -0.02 -0.02
H -6.463595 -1.781573 0.309670 -0.08 0.07 0.05
H -4.724795 -0.055373 -0.048430 -0.05 0.00 -0.03
O 2.245005 2.585828 -2.499030 -0.18 0.20 -0.12
C 3.128805 1.583527 -2.402130 0.22 -0.24 0.40
C 4.162905 1.513827 -3.339930 -0.19 0.10 0.05
C 5.125105 0.532627 -3.240530 -0.11 0.07 0.08
C 5.083605 -0.395473 -2.203830 0.10 -0.18 0.00
C 4.054005 -0.362473 -1.293730 -0.01 0.15 -0.15
C 3.060405 0.618527 -1.377030 0.12 0.16 -0.34
C 1.913105 0.551827 -0.474930 -0.24 -0.03 1.05
O 0.973905 1.435727 -0.500730 -0.20 -0.04 -0.33
N 1.916905 -0.438173 0.409570 0.82 -0.42 -0.20
N 0.744005 -0.666773 1.018270 0.06 -0.16 1.02
C 0.763805 -1.354873 2.114270 0.66 0.45 -0.89
C -0.461595 -1.679872 2.789470 -0.78 -0.17 0.49
C -0.433695 -2.232772 4.077770 0.08 0.15 -0.33
C -1.619695 -2.481372 4.733870 -0.24 0.04 -0.13
C -2.806695 -2.191772 4.074170 0.10 0.03 0.01
C -2.742995 -1.657073 2.796270 -0.17 -0.12 0.20
N -1.613395 -1.393173 2.159370 0.50 -0.40 -0.05
H 1.540705 2.431728 -1.832930 0.17 -0.05 -0.02
H 4.166505 2.235228 -4.143230 0.03 0.08 -0.04
H 5.916405 0.483827 -3.974730 0.05 0.01 -0.06
H 5.839505 -1.160773 -2.129230 0.10 -0.08 -0.01
H 3.976305 -1.093873 -0.505530 0.01 -0.07 0.01
H 1.708605 -1.687273 2.542970 0.01 0.05 -0.14
H 0.512405 -2.459872 4.541970 0.17 0.00 0.03
H -1.627295 -2.893572 5.733870 0.02 -0.04 0.00
H -3.765395 -2.377072 4.532570 -0.08 0.00 0.03
H -3.658795 -1.424573 2.269270 -0.03 0.01 -0.01
S -1.715895 1.568427 2.178870 -0.63 0.05 -0.18
C -0.177495 1.851427 2.804770 0.00 0.45 -0.06
N 0.785905 2.344828 2.032770 -0.01 -0.23 0.09
C 2.147705 2.533228 2.485570 0.31 0.01 0.26
C 2.436605 1.603527 3.656770 -0.20 0.13 0.04
C 1.357805 1.800527 4.717670 0.38 0.11 0.11
N 0.052105 1.651827 4.109270 0.06 -0.08 0.00
H 0.649505 2.250728 1.021870 0.01 0.04 0.23
H 2.283505 3.576728 2.791770 0.11 -0.06 -0.07
H 2.817505 2.320028 1.650470 -0.05 0.08 0.03
H 3.420305 1.806028 4.075470 0.01 0.03 0.02
H 2.418605 0.572728 3.305470 0.03 -0.08 -0.04
H 1.449305 2.798728 5.163870 0.05 -0.11 0.04
H 1.456205 1.055427 5.511070 -0.02 0.10 -0.03
H -0.733295 1.369127 4.674070 0.02 -0.04 -0.21
```
Forces are in eV/Å.

Molar mass, u: 761.7
Kohn-Sham gap, eV: 6.18
HOMO, Ha: -0.2464
Energy above the lowest of the compared OMol25 structures with the same formula, charge and spin, kcal/mol: 28.4



# 3
Entry from OMol25: a structure of composition C25H31N3O13P2SV in a non-equilibrium geometry (ωB97M-V/def2-TZVPD).

XYZ file:
```
76
Properties=species:S:1:pos:R:3:forces:R:3
V 0.165433 1.025292 0.601163 -1.19 -0.36 0.12
O 1.107066 -1.968606 3.037970 -0.11 -0.05 0.01
C 0.255506 -1.281746 2.569286 0.02 0.13 -0.21
O 0.543315 -0.360199 1.605714 0.39 -0.30 0.29
C -1.234593 -1.399620 2.810018 0.05 -0.21 0.03
C -1.969495 -1.345148 1.453752 -0.03 -0.07 0.00
C -3.439165 -1.739231 1.631234 0.01 -0.03 0.00
C -4.034803 -0.452592 2.257446 0.04 0.01 -0.05
C -2.777111 0.398648 2.427908 -0.01 0.08 0.06
O -2.047801 0.076958 1.228046 0.16 0.07 -0.23
C -1.889938 -0.201457 3.540386 -0.14 -0.02 -0.03
C -0.936002 0.788894 4.172866 -0.07 0.04 0.21
O -1.589119 1.895122 4.545576 0.08 -0.01 -0.05
O 0.230915 0.584901 4.368716 -0.02 0.03 -0.06
H -1.396099 -2.339703 3.335721 0.00 0.04 -0.02
H -1.442515 -1.810535 0.623559 -0.01 0.01 0.00
H -3.543817 -2.615321 2.270612 0.00 0.00 0.00
H -3.895783 -1.965452 0.669692 0.01 0.01 -0.01
H -4.554369 -0.623566 3.198623 0.01 0.00 0.02
H -4.722030 0.036099 1.568578 -0.01 0.00 0.01
H -2.923700 1.469312 2.501478 0.01 -0.02 0.02
H -2.525712 -0.557555 4.354884 0.03 0.02 0.01
N 1.043271 -3.200831 -2.906804 0.06 0.08 -0.05
C 1.816264 -4.276861 -2.431944 -0.01 -0.01 0.03
C 2.050527 -5.367712 -3.251429 0.01 -0.01 0.02
C 2.815093 -6.436108 -2.798467 0.00 0.00 0.00
C 3.343533 -6.411433 -1.520812 0.00 -0.01 -0.02
C 3.101561 -5.317899 -0.697328 0.00 0.00 0.02
C 2.344902 -4.248605 -1.144563 0.02 -0.06 -0.03
S 2.062329 -2.873787 -0.065363 -0.03 0.10 -0.01
N 0.999659 -1.885060 -0.932418 0.01 -0.10 -0.02
C 0.646189 -2.134237 -2.126254 0.00 0.01 0.02
C -0.272921 -1.165708 -2.798396 0.02 0.03 -0.01
C -0.240633 -0.986638 -4.177170 -0.02 0.00 0.01
C -1.122444 -0.082949 -4.749966 -0.04 0.02 0.03
C -2.006550 0.594600 -3.930432 0.02 -0.01 0.01
C -1.946801 0.363054 -2.562394 0.00 -0.02 -0.03
N -1.093689 -0.485508 -1.999482 -0.05 -0.02 0.03
H 0.515435 -3.367560 -3.745886 -0.02 -0.01 0.02
H 1.635302 -5.379541 -4.252578 -0.01 0.00 -0.01
H 2.991636 -7.281615 -3.449161 0.00 0.00 0.00
H 3.940124 -7.236881 -1.158031 0.00 -0.01 0.01
H 3.505387 -5.297524 0.307620 0.00 0.01 0.02
H 0.481636 -1.508588 -4.790316 0.01 -0.01 0.01
H -1.111919 0.088472 -5.818276 0.00 0.00 -0.01
H -2.716243 1.308279 -4.323892 0.00 0.00 -0.02
H -2.599053 0.898364 -1.886725 -0.01 0.01 0.02
C -2.501155 4.358460 1.411484 -0.03 -0.02 0.02
C -1.056920 4.447120 0.929246 -0.03 0.01 -0.02
O -0.653680 5.800121 0.737149 0.04 0.06 0.00
P 0.045394 3.700400 2.197336 -0.16 0.05 -0.25
O 1.519382 3.954534 1.653109 -0.01 0.00 0.06
O -0.156608 4.141506 3.582412 -0.02 -0.05 0.08
O -0.298500 2.186324 1.973565 0.76 0.05 -0.08
P -0.898050 3.607468 -0.707442 -0.11 -0.01 0.01
O 0.666019 3.886027 -1.064848 0.01 -0.06 -0.06
O -1.790799 4.212479 -1.708535 -0.01 0.02 0.01
O -1.000852 2.077944 -0.487484 0.30 0.19 -0.04
H -2.602033 4.898310 2.352580 0.00 -0.01 0.00
H -2.797883 3.321476 1.564804 -0.01 0.00 -0.01
H -3.164880 4.792433 0.661228 0.01 0.01 0.00
H -1.286266 6.212097 0.134222 0.00 -0.02 -0.01
H 1.530799 4.167421 0.703914 0.00 -0.01 0.00
H -0.938575 2.619163 4.658598 -0.01 0.11 0.00
H 0.729089 4.490994 -1.814035 -0.02 0.05 0.03
C 3.641170 0.971959 0.870706 0.11 0.07 -0.01
C 2.983437 1.452841 -0.407775 -0.06 0.02 0.08
C 3.494516 0.753200 -1.653403 0.05 0.03 0.04
O 1.581501 1.189597 -0.327883 0.02 0.21 -0.01
H 3.525121 -0.106677 0.977204 -0.03 -0.03 -0.01
H 3.203129 1.459603 1.742034 -0.01 0.01 -0.01
H 4.706159 1.209700 0.846038 -0.01 -0.02 0.00
H 3.085144 2.538857 -0.509200 0.04 -0.05 -0.01
H 3.364747 -0.325050 -1.551084 -0.01 -0.01 0.01
H 4.555663 0.965637 -1.791496 -0.01 0.01 0.01
H 2.952172 1.093815 -2.535232 -0.01 0.01 0.00
```
Forces are in eV/Å.

Molar mass, u: 726.5
Kohn-Sham gap (spin up / spin down), eV: 6.30 / 6.90
Spin multiplicity: 2
<S²>: 0.757
HOMO (spin up / spin down), Ha: -0.2768 / -0.2768
Energy above the lowest of the compared OMol25 structures with the same formula, charge and spin, kcal/mol: 12.4



# 4
Entry from OMol25: a structure of composition C21H28N3OPd (ωB97M-V/def2-TZVPD).

XYZ file:
```
54
Properties=species:S:1:pos:R:3:forces:R:3
Pd -0.971849 0.002559 0.136545 -0.52 0.17 0.00
O 1.122398 1.173885 -2.095568 0.02 0.07 0.00
C 1.157310 2.494980 -1.605686 -0.02 -0.03 -0.03
C 0.036227 3.360689 -2.166808 0.01 -0.02 0.04
C -1.348711 2.944876 -1.659799 0.04 0.05 0.03
C -1.556593 3.258712 -0.204213 -0.05 -0.07 -0.08
C -1.881821 4.550042 0.210242 -0.03 0.06 0.02
C -2.113728 4.806683 1.548087 0.01 -0.04 -0.03
C -2.034351 3.751589 2.445984 -0.02 0.01 0.02
C -1.702503 2.501065 1.958025 0.01 -0.01 0.04
N -1.444006 2.253469 0.671519 0.22 -0.12 -0.01
H 0.448774 0.661466 -1.589767 -0.08 -0.09 0.04
H 2.122377 2.913959 -1.907048 0.00 0.02 0.02
H 1.115118 2.512022 -0.508012 0.00 -0.03 0.00
H 0.063106 3.287731 -3.256859 -0.02 -0.01 0.00
H 0.227015 4.408092 -1.901838 0.01 0.00 -0.01
H -1.494555 1.867107 -1.786869 0.00 -0.01 -0.01
H -2.115537 3.467369 -2.238551 -0.01 -0.01 0.00
H -1.961207 5.340113 -0.526785 0.01 -0.01 -0.01
H -2.369244 5.803820 1.884707 0.00 0.01 -0.01
H -2.232321 3.892071 3.500283 0.00 -0.02 0.00
H -1.649675 1.637202 2.610091 0.02 0.01 0.01
C 1.064238 -0.838053 2.406272 0.00 0.03 -0.02
C 2.311813 -1.117771 3.286539 0.00 0.00 -0.01
N 3.347787 -0.105471 3.051272 0.00 0.00 -0.01
C 3.721578 -0.146502 1.633488 -0.01 -0.01 0.00
C 2.480001 0.102903 0.734865 -0.02 -0.06 0.01
N 1.298241 0.347781 1.569111 0.15 -0.01 0.10
C 1.560193 1.495627 2.436035 0.04 0.00 -0.02
C 2.786106 1.212962 3.347034 0.00 0.00 -0.01
H 0.171380 -0.653233 3.005923 0.00 0.00 0.02
H 0.824169 -1.667169 1.741782 -0.01 0.00 -0.01
H 2.743354 -2.095439 3.059708 0.00 0.00 0.01
H 2.063347 -1.107499 4.351129 0.00 0.00 0.00
H 4.168060 -1.122783 1.430704 0.00 0.00 0.00
H 4.493867 0.609238 1.466655 0.00 0.00 0.00
H 2.256979 -0.753289 0.097868 -0.01 0.01 -0.01
H 2.626367 0.958607 0.076871 0.00 0.01 0.00
H 0.666629 1.689775 3.031221 -0.01 0.00 0.00
H 1.728728 2.370171 1.801838 -0.01 0.01 0.00
H 2.506065 1.230381 4.403625 0.00 0.00 0.00
H 3.571499 1.959387 3.201751 0.00 0.00 0.00
C -1.892323 -1.585907 -0.360669 0.24 0.12 0.05
C -2.797479 -2.502269 -0.885760 0.03 -0.06 -0.21
C -3.192058 -2.470331 -2.267662 0.04 -0.01 0.09
C -4.088480 -3.372417 -2.791834 -0.04 -0.05 0.00
C -4.663435 -4.372678 -1.995280 0.03 0.05 -0.03
C -4.297182 -4.436061 -0.647009 -0.01 -0.03 0.02
C -3.396635 -3.544524 -0.105907 -0.01 0.04 0.03
H -2.755217 -1.698754 -2.890649 -0.01 0.00 -0.01
H -4.357259 -3.306908 -3.842151 0.00 0.00 0.00
H -5.370891 -5.078209 -2.413338 0.00 0.00 0.00
H -4.728676 -5.206446 -0.014409 0.01 0.01 0.01
H -3.120560 -3.611890 0.940384 -0.01 0.00 0.00
```
Forces are in eV/Å.

Molar mass, u: 444.9
Charge: -1
Kohn-Sham gap (spin up / spin down), eV: 4.22 / 5.52
Spin multiplicity: 3
<S²>: 2.047
HOMO (spin up / spin down), Ha: -0.0563 / -0.1044
Energy above the lowest of the compared OMol25 structures with the same formula, charge and spin, kcal/mol: 0.0